The following is a quantum chemistry calculation of 2 unconnected molecules or ions with the total composition C4H9I2N at a distorted geometry, from the Open Molecules 2025 dataset.

Bonds (Å) are listed after each position.
CARTESIAN COORDINATES (ANGSTROEM)
1 I 2.1722 -2.6173 0.2947  N3 2.447
2 I -3.3548 -1.5585 -0.2639  C7 2.096
3 N 1.2847 -0.8541 -1.1510  I1 2.447, C4 1.281, C5 1.436
4 C 0.0517 -0.9434 -1.4850  N3 1.281, H9 1.084, H12 1.076
5 C 1.8476 0.3953 -0.7214  N3 1.436, H8 1.090, H10 1.091, H11 1.092
6 C -1.4837 0.3176 1.3054  C7 1.480, H13 1.090, H14 1.096, H15 1.090
7 C -1.5233 -0.9633 0.5640  I2 2.096, C6 1.480, H16 1.080
8 H 2.9220 0.3639 -0.8992  C5 1.090
9 H -0.5830 -0.0672 -1.5480  C4 1.084
10 H 1.4064 1.2250 -1.2760  C5 1.091
11 H 1.6843 0.5638 0.3447  C5 1.092
12 H -0.3342 -1.8853 -1.8352  C4 1.076
13 H -1.9095 1.1341 0.7231  C6 1.090
14 H -2.0589 0.2472 2.2361  C6 1.096
15 H -0.4568 0.5622 1.5766  C6 1.090
16 H -0.9535 -1.7951 0.9508  C7 1.080

As for the largest force on an atom: 0.0260 Eh/bohr. The HOMO energy (spin up / spin down) comes out at -7.91 / -8.34 eV. Its lowest unoccupied orbital energy (spin up / spin down) is -0.9059 / -1.0365 eV. The gap between HOMO and LUMO (spin up / spin down) comes out at 7.0 / 7.3 eV.

These are the Mulliken partial charges, in e, on atoms 1 to 5: number 1, I, carries -0.132; number 2, I, carries 0.083; number 3, N, carries -0.388; number 4, C, carries -0.420; number 5, C, carries -0.812